1.
Molecular formula: C6H12
Method: DFT, ωB97M-V/def2-TZVPD

```
18
Properties=species:S:1:pos:R:3
C 2.74 -0.13 -0.15
C 1.27 0.17 -0.31
C 0.42 -0.22 0.54
C -1.05 -0.02 0.46
C -1.78 -1.17 -0.40
C -1.49 1.31 -0.09
H 3.26 -0.43 0.94
H 3.18 0.92 -0.12
H 3.12 -0.54 -0.91
H 0.93 0.63 -1.11
H 0.78 -0.64 1.58
H -1.60 -0.05 1.53
H -2.82 -1.05 -0.34
H -1.42 -1.05 -1.43
H -1.46 -2.26 0.31
H -1.18 1.25 -1.22
H -0.95 2.09 0.59
H -2.54 1.48 -0.11
```

## Properties
Electronic energy (eV): -6412.9303
HOMO (eV): -9.4
Charge: 0
Energy relative to the best compared isomer or geometry (same formula, charge and spin) (kJ/mol): 386.95
LUMO level (eV): 1.14

=====

2.
Molecular formula: C17H24ClN4O3
Method: DFT, ωB97M-V/def2-TZVPD

```
49
Properties=species:S:1:pos:R:3
C -0.34 -1.02 0.65
C -0.13 0.48 1.16
C 0.44 1.43 0.09
N -0.27 2.42 -0.56
C -1.69 2.58 -0.26
C -2.62 1.93 -1.20
C -4.07 1.97 -1.02
C -4.57 2.69 0.16
C -3.65 3.35 1.11
C -2.19 3.30 0.92
C 0.46 3.17 -1.50
Cl -0.02 4.48 -2.55
C 1.76 2.54 -1.39
C 2.98 2.96 -2.26
C 4.08 3.77 -1.46
N 4.16 5.04 -1.49
N 1.73 1.51 -0.45
C 2.76 0.55 0.00
O 4.08 0.87 -0.41
O 4.52 -0.19 -1.20
H 0.61 -1.37 0.17
H -1.23 -1.05 -0.02
H -0.53 -1.64 1.57
H -1.14 0.81 1.55
H 0.53 0.47 2.08
H -2.19 1.38 -2.08
H -4.70 1.46 -1.77
H -5.67 2.70 0.30
H -4.10 3.87 1.99
H -1.48 3.77 1.64
H 2.58 3.63 -3.08
H 3.49 2.11 -2.78
H 4.83 3.16 -0.87
H 3.40 5.40 -2.08
H 2.73 0.50 1.13
H 2.44 -0.47 -0.37
H 4.59 -0.97 -0.60
C -1.68 -5.16 -0.04
C -1.38 -4.62 1.34
O -1.75 -3.51 1.70
N -0.69 -5.42 2.19
C -0.18 -6.75 1.96
H -2.23 -4.42 -0.60
H -0.74 -5.37 -0.57
H -2.28 -6.07 0.03
H -0.53 -4.99 3.10
H -0.62 -7.43 2.70
H 0.91 -6.74 2.10
H -0.40 -7.11 0.96
```

## Properties
Electronic energy (eV): -42632.6739
HOMO (eV): -11.7
Charge: +1
LUMO level (eV): -2.71